(1)
The following is a DFT calculation (wB97M-V/def2-TZVPD) of 10 unconnected molecules or ions with the total composition C9H38O10.

Structure (ORCA input):
```
! wB97M-V def2-TZVPD RIJCOSX def2/J DEFGRID3
* xyz 0 1
C -0.5898 3.0738 3.9740
C -1.3005 2.5021 2.7701
C -2.7667 2.9053 2.7457
O -0.6222 2.9848 1.5535
H 0.4643 2.9333 3.9032
H -0.9293 2.6325 4.9092
H -0.6830 4.1918 4.0218
H -1.2763 1.3619 2.7526
H -3.1357 2.5610 1.7774
H -2.8877 3.9690 2.8359
H -3.3644 2.4577 3.5502
H -1.2042 2.7621 0.7984
C -0.2654 1.9562 -3.4020
C -1.2800 0.9765 -3.9605
C -2.0865 1.6588 -5.0374
O -0.5354 -0.0580 -4.6263
H -0.6462 2.9770 -3.3023
H 0.5752 1.9200 -4.0885
H 0.0782 1.6312 -2.4216
H -1.9213 0.4953 -3.2171
H -2.8100 1.0050 -5.5278
H -1.4302 1.9756 -5.8623
H -2.4778 2.6285 -4.6954
H -0.4940 -0.7885 -3.9949
C 3.0156 -3.8691 2.8392
C 2.5300 -3.1734 1.5857
C 1.6760 -4.0786 0.7557
O 1.6724 -1.9750 1.9466
H 2.1811 -4.3883 3.2797
H 3.3911 -3.2008 3.6274
H 3.7934 -4.5710 2.5603
H 3.3310 -2.7652 0.9663
H 1.2150 -3.5010 -0.0772
H 0.9584 -4.5743 1.4043
H 2.3542 -4.8505 0.3696
H 2.1275 -1.5156 2.6878
O 1.3476 -0.2697 -0.2450
H 1.6168 -0.8626 0.4596
H 1.4889 0.6635 0.0419
O -2.3704 1.9140 -0.8145
H -2.3928 2.1188 -1.7383
H -2.0463 0.9646 -0.8070
O 2.2093 -2.0721 -2.0736
H 2.0881 -1.2291 -1.5761
H 3.0284 -1.9635 -2.5885
O -0.5716 -2.4185 -2.8905
H -0.9522 -2.1110 -2.0520
H 0.3928 -2.3186 -2.7919
O 1.7826 2.3370 0.6885
H 0.9157 2.6898 0.9540
H 2.2888 3.0778 0.3893
O -1.4729 -0.8501 -0.2641
H -0.5348 -0.6012 -0.3021
H -1.5743 -1.3040 0.6069
O -0.9015 -1.6801 2.5375
H 0.0614 -1.6918 2.5765
H -1.0606 -2.6431 2.4881
*
```

Properties
- energy above the lowest of the compared OMol25 structures with the same formula, charge and spin (kcal/mol) = 0.00
- HOMO energy (eV) = -9.495
- LUMO level (eV) = 0.15
- orbital gap (eV) = 9.64
- SMILES string = CC(C)O.CC(C)O.CC(C)O.O.O.O.O.O.O.O

---

(2)
The following is a DFT calculation (wB97M-V/def2-TZVPD) of a molecular structure, C41H32N11O3STi.

Structure (ORCA input):
```
! wB97M-V def2-TZVPD RIJCOSX def2/J DEFGRID3
* xyz -1 3
Ti -0.2501 0.7582 0.4688
C 3.9069 5.4940 1.4228
C 3.3783 5.5204 2.7249
C 2.2278 4.8318 3.0451
C 1.6053 4.0929 2.0398
C 0.4986 3.1806 2.0475
N -0.1593 2.8480 3.1593
C -0.9301 1.7955 3.2234
C -1.4003 1.2691 4.4899
C -1.3299 1.7392 5.7955
C -1.8085 0.9258 6.8066
C -2.3571 -0.3305 6.5249
C -2.4524 -0.7912 5.2244
C -1.9704 0.0210 4.2074
C -1.9167 -0.1363 2.7637
N -2.5428 -1.1001 2.1392
C -2.6424 -1.0875 0.7965
N -1.9093 -0.3408 -0.0874
C -2.4600 -0.5349 -1.3386
N -2.0832 0.0156 -2.4923
C -1.1462 0.9267 -2.5378
N -0.4734 1.4880 -1.4753
C 0.4735 2.3258 -1.9983
N 1.3658 3.0479 -1.3450
C 1.2902 3.1858 -0.0247
N 0.3385 2.6375 0.7942
C 2.1368 4.0649 0.7344
C 3.2893 4.7804 0.4165
C 0.3750 2.3582 -3.4413
C 1.0463 3.0922 -4.4129
C 0.6359 2.9571 -5.7254
C -0.4189 2.0999 -6.0678
C -1.0740 1.3523 -5.1073
C -0.6736 1.4929 -3.7836
C -3.5589 -1.4434 -1.2523
C -4.4804 -1.9239 -2.1873
C -5.4718 -2.7760 -1.7493
C -5.5659 -3.1521 -0.3927
C -4.6715 -2.6761 0.5411
C -3.6574 -1.8177 0.1068
N -1.2790 0.9356 2.1949
H 4.8198 6.0388 1.2143
H 3.8968 6.0860 3.4894
H 1.8230 4.8362 4.0486
H -0.9162 2.7170 6.0040
H -1.7552 1.2551 7.8371
H -2.7093 -0.9508 7.3401
H -2.8796 -1.7575 4.9898
H 3.6944 4.7489 -0.5870
H 1.8506 3.7594 -4.1312
H 1.1260 3.5255 -6.5065
H -0.7255 2.0384 -7.1050
H -1.8851 0.6823 -5.3616
H -4.4138 -1.6202 -3.2246
H -6.2011 -3.1646 -2.4504
H -6.3629 -3.8184 -0.0846
H -4.7424 -2.9453 1.5877
C -0.6371 -4.3841 -3.4990
N -0.4929 -4.4485 -2.0554
C -1.1286 -5.5814 -1.4208
C 0.1523 -3.4431 -1.4235
O 0.7274 -2.5532 -2.0260
C 0.2035 -3.4882 0.1130
O 0.7198 -2.2864 0.6489
C 2.0777 -2.1234 0.3383
C 2.3317 -0.7671 -0.3322
O 1.4006 0.0029 -0.6090
N 3.5927 -0.4448 -0.6196
C 3.9063 0.8769 -1.1386
C 4.7473 -1.2342 -0.2581
H 0.0859 -5.0410 -3.9934
H -1.6483 -4.6849 -3.7691
H -0.4729 -3.3583 -3.8202
H -0.6972 -6.5076 -1.8141
H -0.9932 -5.5649 -0.3432
H -2.1996 -5.5748 -1.6324
H -0.7906 -3.5875 0.5455
H 0.8286 -4.3337 0.4305
H 2.6677 -2.1815 1.2584
H 2.3773 -2.9206 -0.3466
H 2.9942 1.3878 -1.4242
H 4.4085 1.4637 -0.3646
H 4.5575 0.7783 -2.0094
H 4.4591 -2.2032 0.1381
H 5.3746 -1.3882 -1.1397
H 5.3259 -0.7040 0.5018
S 3.9462 0.7526 2.6126
C 2.3954 0.5870 2.2203
N 1.2761 0.3975 1.9234
*
```

Properties
- energy above the lowest of the compared OMol25 structures with the same formula, charge and spin (kcal/mol) = 1.64
- HOMO energy (alpha / beta) (eV) = -2.645 / -3.242
- LUMO level (alpha / beta) (eV) = 1.82 / 1.54
- orbital gap (alpha / beta) (eV) = 4.47 / 4.78

---

(3)
The following is a DFT calculation (wB97M-V/def2-TZVPD) of 4 unconnected molecules or ions with the total composition C28H68B2BrFN7O13PS2.

Structure (ORCA input):
```
! wB97M-V def2-TZVPD RIJCOSX def2/J DEFGRID3
* xyz 0 1
C 5.1971 0.9231 1.4832
C 4.7079 -0.5254 1.5175
C 3.1913 -0.6678 1.5027
N 2.5640 0.3063 0.5803
C 1.1101 0.1677 0.5430
C 0.3831 1.4332 0.9791
C 0.9150 2.1060 2.2658
O 0.5570 3.2712 2.3978
O 1.5899 1.3969 3.0252
N -1.0500 1.0635 1.3088
B -1.2304 0.8319 2.8400
O -0.5750 -0.1594 3.4745
O -2.0890 1.6702 3.4600
C -3.0577 0.9877 4.3000
C -4.3958 1.6929 4.2005
C -1.6569 -0.0894 0.5479
P -3.3549 0.5080 0.0497
S -3.3957 2.1405 -0.9788
C -0.7962 -0.8056 -0.5661
Br -1.8310 -0.9470 -2.2402
B -0.6545 -2.3843 -0.1675
N 0.6554 -2.9073 0.1354
O -1.7555 -3.1954 -0.0916
N 0.5789 -0.2866 -0.7672
S 0.8587 0.7515 -2.0356
O 1.9816 1.5652 -1.7398
O 0.8764 -0.0019 -3.2353
F -0.3683 1.7073 -2.0398
H 4.7854 1.4676 2.3299
H 6.2853 0.9443 1.5470
H 4.9205 1.3825 0.5384
H 5.1622 -1.0918 0.7012
H 5.0610 -1.0061 2.4332
H 2.9636 -1.6707 1.1116
H 2.7540 -0.6214 2.4939
H 2.8663 -0.0222 -0.3316
H 0.8786 -0.5863 1.3006
H 0.3679 2.2045 0.2153
H -1.6262 1.8990 1.1305
H 0.3961 -0.0872 3.3560
H -2.6973 0.9552 5.3255
H -3.2016 -0.0439 3.9684
H -4.4504 2.5756 4.8294
H -5.1581 0.9919 4.5472
H -4.6354 1.9163 3.1632
H -1.8800 -0.8662 1.2870
H -4.0675 -0.5964 -0.4330
H -3.8959 0.7499 1.3283
H 1.1178 -3.3933 -0.6209
H 0.6543 -3.4679 0.9799
H -2.5479 -2.7718 0.2566
C -6.2733 -2.7576 -8.1911
O -5.1473 -1.9586 -8.4907
C -5.4339 -0.5862 -8.7290
C -4.9762 0.2944 -7.5855
N -5.7921 0.1008 -6.3936
C -5.2469 0.6832 -5.1695
C -3.8679 0.2475 -4.6892
O -3.7977 -1.0898 -4.2063
C -3.6978 -2.0930 -5.2044
H -5.9669 -3.7987 -8.2793
H -6.6385 -2.5947 -7.1708
H -7.0900 -2.5754 -8.8952
H -6.4953 -0.4352 -8.9468
H -4.8683 -0.3004 -9.6198
H -5.0467 1.3409 -7.8970
H -3.9171 0.0674 -7.4070
H -5.9292 -0.8892 -6.2446
H -5.9567 0.4575 -4.3696
H -5.2376 1.7717 -5.2835
H -3.6183 0.8772 -3.8312
H -3.0834 0.4222 -5.4343
H -3.1023 -1.7619 -6.0575
H -4.6849 -2.4190 -5.5395
H -3.2071 -2.9559 -4.7527
C 2.7134 5.0940 1.6260
O 3.7919 6.0214 1.6343
C 4.5988 6.0054 0.4700
C 4.3628 7.2284 -0.3932
N 3.0518 7.1938 -1.0278
C 2.6201 8.4527 -1.6278
C 2.5149 9.6966 -0.7496
O 1.4656 9.6721 0.1973
C 1.7286 8.9377 1.3799
H 2.3283 5.0172 2.6375
H 1.8961 5.4254 0.9769
H 3.0457 4.1019 1.3092
H 4.4566 5.0828 -0.1017
H 5.6396 6.0294 0.8083
H 5.1315 7.2688 -1.1722
H 4.4915 8.1072 0.2525
H 2.3623 6.9103 -0.3450
H 1.6307 8.2755 -2.0569
H 3.2907 8.6795 -2.4641
H 2.2837 10.5339 -1.4135
H 3.4653 9.9465 -0.2616
H 2.7737 9.0204 1.6884
H 1.4577 7.8853 1.2688
H 1.1015 9.3534 2.1687
C 0.7377 -9.5727 4.4781
O 1.3011 -8.5832 5.3153
C 2.7160 -8.4673 5.2357
C 3.1402 -7.2084 4.5092
N 2.8421 -7.2800 3.0844
C 2.9450 -6.0131 2.3659
C 2.0883 -4.8335 2.8140
O 0.6947 -4.9772 2.5695
C -0.0066 -5.7652 3.5157
H -0.2874 -9.7336 4.8080
H 0.7132 -9.2628 3.4272
H 1.2805 -10.5185 4.5581
H 3.1618 -9.3573 4.7819
H 3.0813 -8.4007 6.2638
H 4.2180 -7.0726 4.6394
H 2.6337 -6.3667 4.9995
H 1.9078 -7.6445 2.9601
H 2.6931 -6.2209 1.3228
H 3.9929 -5.6965 2.3795
H 2.4021 -3.9722 2.2167
H 2.2628 -4.5563 3.8598
H 0.3888 -5.6380 4.5255
H 0.0038 -6.8218 3.2395
H -1.0467 -5.4389 3.5069
*
```

Properties
- HOMO energy (eV) = -8.094
- LUMO level (eV) = -0.52
- orbital gap (eV) = 7.57
- SMILES string = CCCN[C@H]1[C@H](C(=O)[O-])[N@H+](B(O)OCC)[C@@H]([PH2]=S)[C@](Br)(B(N)O)N1S(=O)(=O)F.COCCNCCOC.COCCNCCOC.COCCNCCOC

---

(4)
The following is a DFT calculation (wB97M-V/def2-TZVPD) of 2 unconnected molecules or ions with the total composition C4H12.

Structure (ORCA input):
```
! wB97M-V def2-TZVPD RIJCOSX def2/J DEFGRID3
* xyz 0 1
C 1.2013 -1.6472 1.3303
C 0.4959 -1.4810 -0.0138
H 2.1059 -1.0691 1.5748
H 0.4411 -1.3211 2.0548
H 1.4797 -2.6774 1.5568
H 0.8618 -0.5676 -0.4841
H 0.8913 -2.1715 -0.7403
H -0.5890 -1.4414 -0.0207
C -1.1937 1.3752 0.0078
C -0.5240 1.6937 -1.3270
H -0.4786 1.0325 0.7537
H -1.5651 2.2850 0.4749
H -2.0692 0.7012 -0.0903
H -0.0378 2.6554 -1.0590
H -1.2780 2.0010 -2.0518
H 0.2132 1.0450 -1.7814
*
```

Properties
- energy above the lowest of the compared OMol25 structures with the same formula, charge and spin (kcal/mol) = 13.82
- HOMO energy (eV) = -11.421
- LUMO level (eV) = 1.16
- orbital gap (eV) = 12.58
- SMILES string = CC.CC

---

Maximum force
In order: 1.879; 1.710; 1.854; 2.432
Unit: eV Å⁻¹